The following is a DFT calculation (the ωB97M-V functional and the def2-TZVPD basis) of a single C4H5NOS2 molecule.

The geometry in XYZ format:
```
13
Properties=species:S:1:pos:R:3:nbo_charge:R:1
S -0.2203 -0.4664 -2.1124 0.185
S -0.2883 1.5634 0.7846 1.305
O -0.4275 1.2686 2.2101 -0.955
N -1.2705 -2.2058 -0.4508 -0.451
C -0.9416 -1.9592 -1.6607 -0.073
C -0.4683 -0.0545 0.0659 -0.282
C -1.0378 -1.1976 0.4381 -0.092
C 1.5217 1.7503 0.4655 -0.808
H -1.1126 -2.7006 -2.4234 0.217
H -1.3186 -1.4013 1.4610 0.246
H 2.0674 0.8915 0.8409 0.241
H 1.8385 2.6480 0.9845 0.237
H 1.6578 1.8638 -0.6034 0.229
```

Molecular weight   147.22 g/mol
Total charge   0
E_HOMO   -9.3 eV
HOMO-LUMO gap   0.328 hartree

***

The following is a DFT calculation (the ωB97M-V functional and the def2-TZVPD basis) of 2 unconnected molecules or ions with the total composition C3H7IN2.

The geometry in XYZ format:
```
13
Properties=species:S:1:pos:R:3:nbo_charge:R:1
I -4.0894 0.5691 0.4477 -0.114
N 0.3745 -1.2614 0.5628 -0.037
N 0.3818 -1.0370 -0.6482 -0.259
C 0.7463 1.2696 -0.1870 -0.640
C 0.5974 -1.9145 1.5681 -0.060
C 0.9702 0.1350 -1.1725 -0.255
H 0.1213 -1.9582 2.4852 0.199
H -0.1888 1.8438 -0.1371 0.221
H 0.6515 0.3565 -2.2250 0.211
H 1.4319 2.1493 -0.3187 0.214
H 0.8829 0.9570 0.8228 0.210
H -3.9332 -1.0875 0.1830 0.115
H 2.0536 -0.0217 -1.3812 0.197
```

Molecular weight   198.01 g/mol
Total charge   0
E_HOMO   -8.5 eV
HOMO-LUMO gap   0.326 hartree

***

The following is a DFT calculation (the ωB97M-V functional and the def2-TZVPD basis) of a single C2H4N2OS molecule.

The geometry in XYZ format:
```
10
Properties=species:S:1:pos:R:3:nbo_charge:R:1
S -0.8341 -1.3306 1.9203 1.195
O -0.1974 -2.5908 2.2495 -0.914
N -0.2656 0.4588 2.6607 -0.154
N 0.1724 1.1155 1.7887 -0.098
C -0.3769 -0.7332 0.3381 -0.722
C 0.2284 0.6780 0.4315 -0.297
H -1.1693 -0.7516 -0.3259 0.246
H 1.2514 0.6073 0.0386 0.247
H 0.2804 -1.4996 -0.0780 0.255
H -0.5841 1.3454 -0.0860 0.243
```

Molecular weight   104.13 g/mol
Total charge   0
E_HOMO   -8.4 eV
HOMO-LUMO gap   0.325 hartree

***

The following is a DFT calculation (the ωB97M-V functional and the def2-TZVPD basis) of a molecular structure, C19H48CuN3O9.

The geometry in XYZ format:
```
80
Properties=species:S:1:pos:R:3:mulliken_spin:R:1
Cu -2.2570 -1.6106 1.9508 0.143
O 0.8753 2.4578 -1.2289 0.000
O 2.5301 2.9273 5.2226 0.001
O -0.3635 -2.1027 0.8286 0.258
O 2.0797 -1.7509 -1.5455 0.001
O -2.5238 0.4980 2.3116 0.018
O 1.7283 -1.1491 0.9554 -0.001
O -4.9606 -0.7353 -2.0700 0.000
O 0.0251 -4.3595 -0.6537 0.011
O -0.0506 -0.5340 2.1800 0.372
N 2.1503 0.8532 3.4755 0.182
N -2.9402 -0.4912 -0.2061 0.027
N 0.2114 0.2392 -2.7078 0.001
C 1.7790 2.3315 1.5624 0.015
C 1.2781 -4.9182 -0.1876 0.000
C -2.4930 -0.9953 -1.5134 -0.007
C 1.1136 -2.0174 -2.5706 -0.001
C 2.2556 2.8696 -1.6952 0.000
C 2.5103 3.3584 3.9006 0.006
C 0.4493 -1.2651 1.3288 -0.014
C 2.5716 3.9882 6.1609 0.000
C 2.5547 2.1730 2.9177 -0.010
C -2.8458 1.4475 1.2819 0.003
C 0.9312 -0.7575 -3.4922 0.000
C 3.3367 -1.3967 -1.9089 0.000
C -3.6773 -1.4166 -2.4213 -0.001
C -6.0329 -1.2583 -2.8335 0.000
C -0.0667 2.6422 -2.2286 0.000
C -2.5863 1.1741 3.6086 -0.002
C 0.0859 1.5541 -3.3219 0.000
C -2.2941 0.7928 0.0183 -0.003
C 1.1056 -6.4458 -0.4249 0.001
H -2.4051 2.4299 1.4514 0.000
H 0.6962 2.3143 1.6860 -0.004
H -2.2107 0.5103 4.3874 0.000
H 2.0157 3.2326 0.9967 0.002
H 3.4566 4.6189 6.0772 0.000
H 0.2047 -2.1939 -1.9954 -0.003
H 1.4249 -2.9251 -3.0877 0.000
H -3.9195 1.6303 1.2401 0.000
H 1.1244 -6.6295 -1.4991 0.000
H -3.9440 -0.6005 -0.2303 -0.002
H 4.0597 -1.7349 -1.1666 0.000
H -2.6565 1.3459 -0.8482 0.007
H 2.1151 -4.5230 -0.7633 0.000
H -3.6514 1.1368 3.8370 0.000
H -5.8308 -1.4399 -3.8890 0.000
H 2.5962 3.4425 7.1041 0.000
H 1.9010 -7.0488 0.0131 0.000
H 1.6449 4.5620 6.1553 0.000
H 1.7628 4.0899 3.5935 0.000
H 3.4359 3.9274 3.8136 0.001
H -1.2293 0.5639 -0.0248 -0.013
H -1.9642 -0.1886 -2.0209 0.005
H 3.5971 2.0671 2.6170 0.004
H -3.8811 -2.4812 -2.3068 0.000
H -2.0864 2.1399 3.6824 0.000
H -0.8380 1.4536 -3.8915 0.000
H 0.0137 -3.5398 -0.1541 -0.009
H 2.3443 0.2141 2.7179 -0.003
H 2.4730 2.6990 -2.7496 0.000
H 0.3407 -0.9904 -4.3783 0.000
H 0.9741 1.8487 -3.8809 0.000
H 1.7436 -1.5870 0.1013 0.010
H -1.0864 2.7907 -1.8733 0.000
H -6.8709 -0.5614 -2.8265 0.000
H -3.3886 -1.2970 -3.4656 0.000
H -1.8507 -1.8569 -1.6958 0.006
H 0.8092 0.3422 -1.9002 0.000
H 1.1413 0.8104 3.4600 0.000
H 3.2944 -0.3186 -2.0643 0.000
H 1.4551 -4.7120 0.8680 0.000
H -6.3241 -2.2303 -2.4354 0.000
H 3.0445 2.4235 -1.0897 0.000
H 1.8861 -0.3884 -3.8666 0.000
H 2.3635 3.9526 -1.6349 0.000
H 0.1860 -6.8144 0.0297 0.000
H -0.1548 3.5790 -2.7789 0.000
H 3.6783 -1.6700 -2.9072 0.000
H 2.0294 1.5031 0.8997 -0.003
```

Molecular weight   526.15 g/mol
Total charge   +1
Expectation value of S²   0.759
Multiplicity   2
E_HOMO (spin up / spin down)   -11.7 / -11.1 eV
HOMO-LUMO gap (spin up / spin down)   0.293 / 0.150 hartree

***

The following is a DFT calculation (the ωB97M-V functional and the def2-TZVPD basis) of a molecular structure, C8H32KO18.

The geometry in XYZ format:
```
59
Properties=species:S:1:pos:R:3:lowdin_charge:R:1
K 1.0052 -0.9665 -4.0491 0.836
O 0.4253 -0.6884 1.8493 -0.071
O -2.9886 -0.2413 2.1862 -0.087
O -2.8464 1.7209 -1.9426 -0.035
O 0.3253 1.0196 4.1012 -0.084
O -0.7017 -3.2707 2.5686 -0.079
O 1.8474 -3.7413 0.2549 -0.087
O -1.2151 4.7553 0.4875 -0.131
O -1.6805 0.3933 -3.3057 -0.144
O 2.7758 1.9992 0.8921 -0.049
O 2.9847 3.3430 -2.6190 -0.024
O -4.2104 -2.7558 1.8647 -0.121
O 1.5746 1.8377 -3.4519 -0.168
O 3.2615 -0.8891 2.9376 -0.095
O 2.0393 -0.9508 0.3342 -0.112
O 5.3388 -0.3539 0.8373 -0.060
O -2.1050 2.5639 2.1088 -0.069
O -4.1374 -4.7462 0.8390 -0.116
O -0.4402 3.3896 -1.8481 -0.099
C -3.8930 -0.2619 -2.7297 -0.040
C 0.8757 -0.5502 0.6837 -0.673
C 3.9158 1.4368 -3.6783 -0.059
C -2.7446 -3.0076 -0.0255 -0.042
C -2.7067 0.7038 -2.6341 -0.767
C -3.7790 -3.5512 0.9687 -0.757
C 0.0552 0.2008 -0.3416 0.023
C 2.7469 2.2491 -3.1357 -0.756
H -2.1778 1.5919 2.0493 0.014
H -3.0708 -3.1779 -1.0527 0.057
H -0.9175 -0.3041 -0.3641 0.078
H -3.8702 -1.0400 -1.9619 0.049
H 2.4379 -0.8480 2.4085 -0.005
H -1.0701 4.1554 -0.2849 -0.005
H -4.8486 0.2166 -2.4863 0.057
H 3.8906 -0.3764 2.4195 -0.017
H 4.8037 2.0654 -3.5782 0.058
H -2.3151 -0.5411 2.8060 0.020
H -3.9711 -0.6813 -3.7343 0.049
H -1.7962 -3.5256 0.1147 0.061
H 0.4290 0.3078 4.7375 0.023
H -0.2070 -2.4950 2.2333 0.001
H -3.4559 -1.0706 1.9101 0.003
H 0.3349 2.9931 -2.2999 0.013
H 4.1925 0.5174 -3.1437 0.056
H 2.0692 2.1859 1.5206 0.035
H 0.3830 0.1222 -1.3805 0.043
H -1.4960 -2.8997 2.9711 0.019
H 2.6107 -3.7668 0.8374 0.018
H -1.5765 4.1712 1.1812 -0.023
H -2.6112 -1.9462 0.1795 0.044
H 2.7359 1.0368 0.7610 -0.007
H -0.0785 1.2472 -0.0761 0.090
H -1.1223 2.6848 -1.8555 0.003
H 3.7491 1.0925 -4.7023 0.046
H 4.5570 -0.8173 0.4882 0.033
H 1.6927 -2.7858 0.1205 -0.008
H 6.0016 -1.0407 0.9585 0.031
H -1.4861 2.7106 2.8352 0.030
H 0.4602 0.5793 3.2357 -0.002
```

Molecular weight   455.42 g/mol
Total charge   -3
E_HOMO   -0.6 eV
HOMO-LUMO gap   0.178 hartree

***

The following is a DFT calculation (the ωB97M-V functional and the def2-TZVPD basis) of a gas-phase ion, C8H11N4 (charge +1).

The geometry in XYZ format:
```
23
Properties=species:S:1:pos:R:3:nbo_charge:R:1
N -0.1220 -1.3323 0.1745 -0.392
N -0.1122 1.4299 0.0494 -0.354
N 2.2452 1.5233 -0.2916 -0.853
N 2.3220 -1.4654 -0.0226 -0.707
C -3.5458 -0.6078 -0.2476 -0.161
C -3.5853 0.8271 -0.0984 -0.191
C -2.4673 1.4696 0.2577 -0.191
C 1.0587 0.7923 -0.3773 0.026
C -2.4584 -1.3951 -0.1454 -0.230
C -1.1932 -0.7077 0.1613 0.180
C -1.1839 0.7576 0.2902 0.199
C 1.2981 -0.4610 0.3889 0.080
H -2.4948 -2.5616 -0.1845 0.256
H -4.5253 1.3729 -0.2384 0.249
H 2.8972 -0.9686 -0.7138 0.459
H 2.4024 2.2394 -0.9788 0.401
H 2.1157 -2.4803 -0.3556 0.482
H -2.3310 2.6214 0.2857 0.253
H 2.4452 1.8525 0.6599 0.382
H -4.4615 -1.1992 -0.3827 0.239
H 0.9177 0.4936 -1.3875 0.212
H 1.4651 -0.3639 1.4498 0.211
H 2.8502 -1.5787 0.8673 0.450
```

Molecular weight   163.20 g/mol
Total charge   +1
E_HOMO   -12.1 eV
HOMO-LUMO gap   0.286 hartree
SMILES string   N[C@@H]1N=c2ccccc2=N[C@H]1[NH3+]

***

The following is a DFT calculation (the ωB97M-V functional and the def2-TZVPD basis) of a single C19H25N5O5S2 molecule.

The geometry in XYZ format:
```
56
Properties=species:S:1:pos:R:3:nbo_charge:R:1
S 4.8320 0.3480 -0.8791 2.312
S -5.6557 -0.7578 1.6850 0.191
O -1.1603 2.7915 1.4272 -0.673
O -6.6514 -2.7909 -1.5081 -0.578
O -7.4698 -1.1565 -0.6714 -0.474
O 5.6668 1.3530 -0.9942 -0.957
O 4.7397 -0.7582 -2.0104 -0.941
N 5.0961 -0.2157 0.6247 -0.678
N -4.7777 -0.4234 -0.9347 -0.377
N -4.2868 1.1759 0.8513 -0.444
N -4.1294 0.8539 -1.3833 -0.272
N -1.7200 2.6129 -0.7770 -0.550
C -4.0029 1.6726 2.0578 -0.437
C -5.9997 -2.3680 0.5026 -0.491
C 1.7005 2.3422 0.6192 -0.093
C 2.8651 1.8724 0.4285 -0.295
C 0.5889 2.0516 -0.4265 -0.129
C 3.1755 1.0895 -0.6689 -0.201
C -3.8169 1.6180 -0.6378 0.370
C -6.7349 -2.1075 -0.6189 0.719
C 6.5582 -2.8343 0.6798 -0.384
C -4.9448 0.1234 0.3551 0.240
C 2.0923 0.2237 -1.3613 -0.146
C -8.0861 -0.5244 -1.6177 -0.237
C 7.2472 -1.5092 0.6854 -0.431
C 4.4581 -1.7659 0.9053 -0.197
C -0.7777 2.5203 0.1845 0.662
C 6.4500 -0.4112 0.8924 -0.263
C 0.8846 0.9076 -1.1444 -0.198
C 5.0365 -2.7176 0.2085 -0.524
C -3.0482 2.8574 -0.8588 -0.223
H 5.1315 -2.8339 -0.9393 0.279
H 1.4875 3.2493 1.2431 0.239
H -1.2606 2.0601 -1.7278 0.375
H 4.1489 -1.9027 1.8494 0.225
H -7.2345 -0.1453 -2.3986 0.179
H 3.2529 -1.5147 0.5256 0.208
H 2.3051 -0.3169 -2.1414 0.227
H 7.4388 -1.4853 -0.6161 0.146
H -8.5151 -1.2547 -2.2080 0.185
H 6.4213 -0.4930 2.1044 0.162
H -3.0567 2.2868 2.1945 0.292
H -6.6821 -3.0013 1.1304 0.249
H -8.7681 0.2276 -1.4214 0.195
H 4.5317 -3.7237 0.2494 0.256
H 8.2867 -1.4297 0.7260 0.271
H 6.7037 0.6291 0.8740 0.258
H -4.2268 1.0331 2.8634 0.230
H -5.0185 -2.9671 0.3795 0.274
H 0.1602 0.5149 -1.7765 0.202
H 3.7658 2.2596 0.7321 0.235
H -3.3107 3.4379 -1.4731 0.194
H -4.6620 2.7450 2.0757 0.170
H -2.9626 3.4839 0.1912 0.229
H 6.6332 -3.1924 1.7801 0.185
H 7.3008 -3.7397 0.1686 0.230
```

Molecular weight   467.57 g/mol
Total charge   0
E_HOMO   -9.1 eV
HOMO-LUMO gap   0.296 hartree
SMILES string   COC(=O)CSc1nnc(CNC(=O)c2ccc(S(=O)(=O)N3CCCCC3)cc2)n1C

***

The following is a DFT calculation (the ωB97M-V functional and the def2-TZVPD basis) of a molecular structure, C28H44Cl3CrN4O3SeSi.

The geometry in XYZ format:
```
85
Properties=species:S:1:pos:R:3:mulliken_spin:R:1
Se 2.4816 -1.7005 1.0985 -0.015
Cr 0.6781 0.0031 0.4666 3.080
Cl -0.2986 -0.1392 2.4870 -0.002
Cl 2.5320 3.7353 2.5955 0.002
Cl 2.4169 1.2744 0.9542 0.020
Si 4.1167 2.3256 2.7964 0.003
O -0.3305 1.5956 -0.1364 -0.081
O 1.4025 0.0242 -1.6149 0.004
O -0.6037 -1.2627 -0.4477 -0.026
N 0.8124 -4.0251 1.2988 -0.009
N 0.9174 1.9096 -2.8329 -0.005
N 2.0774 -4.0587 -0.4778 -0.002
N -2.5641 -2.2793 -0.9466 0.006
C 0.3168 -7.6387 0.4921 -0.001
C 0.6630 -5.2914 0.7115 0.000
C -1.4583 3.6100 0.2148 0.014
C 5.3874 3.3664 3.8051 0.000
C -2.6393 1.1629 -1.7456 0.004
C -3.9579 -2.5451 -0.6256 -0.001
C -2.0996 4.2453 -0.7777 -0.001
C 1.4789 -5.3112 -0.4092 0.000
C -0.6162 4.2816 1.2426 -0.001
C 0.0531 -6.4466 1.1897 0.001
C 0.2529 -3.6191 2.5774 -0.002
C 1.7632 -6.4775 -1.1044 0.000
C 3.5426 1.0068 3.9990 -0.006
C 0.8091 0.5978 -2.5543 0.006
C 5.2279 1.9599 1.3090 0.000
C -3.7865 0.8021 -2.4556 0.001
C -2.7318 1.4727 -0.3950 -0.004
C 0.0355 2.5466 -3.7948 0.000
C -3.9420 1.3387 0.2829 0.003
C -5.0920 0.9797 -0.4209 0.001
C -2.1152 -2.6468 -2.2865 0.000
C -2.0291 5.7119 -1.0358 0.000
C -1.7921 -1.5588 -0.1363 0.014
C 1.7185 2.8180 -2.0239 0.002
C 1.1616 -7.6546 -0.6369 0.000
C -1.5242 2.0878 0.3401 -0.013
C 1.7280 -3.2948 0.6001 0.002
C -5.0165 0.7342 -1.7928 0.000
H 2.8726 0.2715 3.5389 0.007
H -6.0421 0.8902 0.1124 0.000
H 0.2893 3.6940 1.4473 0.001
H 4.6961 1.7711 0.3708 0.002
H -0.3171 5.2882 0.9340 0.000
H -2.0330 5.9013 -2.1175 0.000
H -4.1644 -2.1824 0.3871 0.000
H 5.9096 2.8017 1.1391 0.000
H -1.6580 1.2575 -2.2280 0.001
H -3.7055 0.5845 -3.5220 0.000
H 1.0877 3.2933 -1.2568 0.001
H 2.7729 -3.7661 -1.1574 0.000
H 1.0532 -3.2798 3.2454 0.000
H -0.4454 -2.7870 2.4332 0.000
H -1.0249 -2.6249 -2.3428 0.000
H -2.7807 3.6965 -1.4337 -0.001
H -4.1492 -3.6255 -0.6812 0.000
H -2.9083 6.2327 -0.6288 0.000
H -0.5822 -6.3861 2.0712 0.000
H 3.0029 1.4971 4.8246 -0.001
H 2.1094 3.5954 -2.6901 0.001
H -1.1335 6.1783 -0.6072 0.000
H -3.9602 1.5570 1.3547 0.000
H -2.5360 -1.9635 -3.0406 0.000
H -2.2195 -1.2348 0.8239 -0.004
H 2.5315 2.2804 -1.5307 0.000
H -5.9193 0.4755 -2.3502 0.000
H -0.3849 1.7881 -4.4639 0.000
H 2.4243 -6.4273 -1.9672 0.000
H -2.4846 -3.6544 -2.5062 0.000
H 4.8972 3.9148 4.6186 0.000
H 5.8968 4.0980 3.1629 0.000
H -0.7845 3.0760 -3.2844 0.000
H 0.1393 0.0508 -3.2493 0.001
H 4.4056 0.4815 4.4340 0.000
H -1.6070 1.8627 1.4171 -0.002
H 1.3410 -8.6026 -1.1493 0.000
H 6.1564 2.7190 4.2481 0.000
H -1.1607 4.3808 2.1953 0.000
H 0.6092 3.2789 -4.3729 0.000
H 5.8392 1.0734 1.5179 0.000
H -4.6225 -2.0306 -1.3348 0.000
H -0.1313 -8.5766 0.8285 0.000
H -0.2552 -4.4884 3.0001 0.000
```

Molecular weight   750.09 g/mol
Total charge   0
Expectation value of S²   3.789
Multiplicity   4
E_HOMO (spin up / spin down)   -7.9 / -8.0 eV
HOMO-LUMO gap (spin up / spin down)   0.291 / 0.297 hartree